[1]
54
Properties=species:S:1:pos:R:3:lowdin_charge:R:1 method="wB97M-V/def2-TZVPD" largest_force_ha_per_bohr=0.0346 de_lowest_kj_mol=21.77 mol_weight_g_mol=285.42 charge=0 smiles=CC1(C)CCCC(C)(C)N1O.CO.CO.CO.CO homo_lumo_gap_ev=8.546
C 0.033 -1.778 4.201 -0.024
C -0.779 -1.897 2.895 -0.497
C -2.299 -1.891 3.103 -0.027
C -0.421 -0.681 1.976 -0.142
C 0.910 -0.736 1.257 -0.176
C 0.950 -2.026 0.440 -0.141
C 0.768 -3.269 1.285 -0.517
C 0.551 -4.484 0.359 -0.035
C 1.975 -3.589 2.178 -0.027
N -0.437 -3.093 2.124 -0.118
O -0.808 -4.292 2.776 -0.025
H -0.468 -1.276 5.029 0.080
H 0.247 -2.792 4.543 0.082
H 0.954 -1.243 3.974 0.069
H -2.576 -2.867 3.502 0.076
H -2.519 -1.178 3.900 0.082
H -2.865 -1.669 2.203 0.080
H -1.234 -0.401 1.301 0.111
H -0.417 0.163 2.679 0.121
H 1.083 0.147 0.637 0.104
H 1.770 -0.682 1.934 0.109
H 1.911 -2.079 -0.076 0.123
H 0.115 -2.021 -0.266 0.116
H 0.431 -5.380 0.964 0.075
H 1.298 -4.590 -0.423 0.086
H -0.411 -4.316 -0.143 0.085
H 1.927 -4.546 2.699 0.084
H 2.016 -2.873 3.002 0.060
H 2.918 -3.570 1.626 0.087
H -1.393 -4.721 2.143 0.101
C -0.311 -0.661 -3.725 -0.142
O 0.869 0.112 -3.896 -0.126
H -0.237 -1.616 -3.192 0.074
H -0.936 -0.050 -3.072 0.078
H -0.772 -0.851 -4.697 0.081
H 1.538 -0.415 -4.344 0.088
C -1.459 6.771 -0.869 -0.179
O -0.255 6.046 -1.000 -0.139
H -1.271 7.827 -0.670 0.071
H -2.082 6.751 -1.766 0.077
H -2.029 6.412 -0.007 0.072
H -0.484 5.258 -1.539 0.030
C -0.454 2.994 -0.871 -0.149
O -1.029 3.572 -2.037 -0.141
H -0.590 1.907 -0.879 0.070
H 0.574 3.281 -0.650 0.090
H -1.059 3.361 -0.038 0.087
H -0.400 3.421 -2.765 0.041
C 1.175 3.486 -4.604 -0.131
O 1.532 3.026 -3.296 -0.145
H 1.363 4.556 -4.634 0.086
H 1.768 3.013 -5.386 0.078
H 0.109 3.298 -4.744 0.080
H 1.208 2.128 -3.142 0.046

---

[2]
77
Properties=species:S:1:pos:R:3:lowdin_charge:R:1 method="wB97M-V/def2-TZVPD" largest_force_ha_per_bohr=0.0173 mol_weight_g_mol=653.34 charge=+1 homo_lumo_gap_ev=9.612
C -4.256 3.571 -1.047 -0.100
C -2.858 3.767 -0.450 -0.261
C -1.744 3.255 -1.359 -0.199
C -1.687 1.724 -1.432 -0.189
N -0.286 1.297 -1.302 0.037
N -0.119 -0.112 -1.160 0.084
B -0.107 -0.877 -2.475 -0.534
O 1.105 -1.225 -2.931 0.180
C -1.416 -1.244 -3.259 -0.113
C -1.690 -2.772 -3.189 -0.082
C 0.055 -0.527 0.076 -0.227
N 0.041 0.259 1.174 0.254
C 0.292 -0.523 2.195 -0.224
C 0.356 0.061 3.560 -0.055
C -0.960 0.762 3.951 -0.033
C -1.770 -0.027 4.948 -0.612
F -2.704 0.743 5.525 0.159
F -1.007 -0.556 5.929 0.129
F -2.406 -1.057 4.339 0.129
N 0.468 -1.798 1.816 0.159
C 0.796 -2.916 2.684 -0.428
F 1.146 -3.971 1.948 0.180
F 1.846 -2.567 3.449 0.169
C -0.392 -3.318 3.601 -0.275
F -1.505 -3.317 2.833 0.106
F -0.160 -4.575 4.028 0.124
N 0.287 -1.804 0.432 0.049
N 0.355 -2.950 -0.343 0.206
C -0.654 -3.687 -0.283 -0.220
O -1.573 -4.362 -0.312 0.292
H -4.242 3.751 -2.117 0.073
H -4.629 2.571 -0.834 0.068
H -4.946 4.272 -0.587 0.070
H -2.694 4.834 -0.313 0.105
H -2.770 3.290 0.525 0.102
H -1.878 3.656 -2.362 0.110
H -0.792 3.642 -0.999 0.112
H -2.118 1.421 -2.386 0.106
H -2.266 1.273 -0.631 0.120
H 0.248 1.570 -2.121 0.141
H 1.257 -0.954 -3.874 0.069
H -1.280 -0.956 -4.302 0.101
H -2.297 -0.723 -2.891 0.086
H -2.098 -3.099 -4.139 0.078
H -0.800 -3.348 -2.958 0.065
H -2.472 -2.962 -2.460 0.069
H 1.105 0.847 3.513 0.134
H 0.680 -0.622 4.337 0.111
H -1.584 0.891 3.073 0.129
H -0.769 1.750 4.353 0.139
H -0.489 -2.684 4.481 0.155
C -0.163 -3.050 -8.493 -0.006
C 0.252 -1.667 -8.042 -0.293
C 1.578 -1.156 -8.561 -0.063
O 1.971 -0.239 -7.519 0.099
C 1.408 -0.659 -6.387 -0.541
O 1.682 -0.222 -5.299 0.146
O 0.505 -1.623 -6.608 0.091
H -0.624 -3.595 -7.671 0.090
H -0.883 -2.984 -9.306 0.091
H 0.688 -3.632 -8.846 0.088
H -0.540 -0.942 -8.241 0.160
H 1.513 -0.637 -9.512 0.146
H 2.331 -1.943 -8.621 0.143
C 3.690 1.432 7.676 -0.009
C 3.112 2.258 6.544 -0.330
C 3.959 2.341 5.295 -0.103
O 3.529 3.583 4.727 0.055
C 3.102 4.375 5.751 -0.556
O 2.842 5.525 5.648 0.183
O 3.010 3.649 6.895 0.085
H 3.499 1.916 8.631 0.094
H 3.240 0.440 7.698 0.083
H 4.767 1.306 7.571 0.085
H 2.099 1.920 6.299 0.146
H 3.788 1.524 4.598 0.130
H 5.027 2.410 5.515 0.140

---

[3]
17
Properties=species:S:1:pos:R:3:lowdin_charge:R:1 method="wB97M-V/def2-TZVPD" largest_force_ha_per_bohr=0.0965 de_lowest_kj_mol=452.89 mol_weight_g_mol=122.19 charge=0 homo_lumo_gap_ev="7.321 / 7.320"
C -2.196 0.370 -0.531 -0.091
C -1.966 -0.756 0.450 -0.332
C 1.927 1.295 -0.379 -0.033
N 2.859 0.647 0.256 0.043
N -0.592 -0.846 0.862 -0.338
O 1.847 -1.519 0.328 -0.597
S 0.507 -1.150 -0.435 0.845
H -2.361 1.268 -0.018 0.067
H -1.417 0.614 -1.080 -0.003
H -3.018 0.231 -1.130 0.059
H -2.501 -0.562 1.296 0.087
H -2.215 -1.594 -0.142 0.085
H 2.028 1.970 -1.130 0.055
H 0.968 1.269 -0.104 -0.020
H 3.787 0.835 -0.101 0.096
H 2.629 -0.521 0.322 0.004
H -0.288 -1.552 1.536 0.075

---

[4]
61
Properties=species:S:1:pos:R:3:lowdin_charge:R:1 method="wB97M-V/def2-TZVPD" largest_force_ha_per_bohr=0.0752 mol_weight_g_mol=358.42 charge=-2 homo_lumo_gap_ev=2.181
C 1.114 -1.027 1.200 -1.192
O 1.504 -0.194 0.332 -0.248
O -0.082 -1.127 1.549 -0.238
O 1.951 -1.813 1.719 -0.236
C -7.254 -2.281 4.721 -0.095
C -6.053 -1.720 3.951 -0.327
O -5.152 -2.761 3.593 -0.081
H -7.856 -1.503 5.190 0.065
H -6.908 -2.957 5.503 0.066
H -7.824 -2.913 4.041 0.066
H -5.506 -0.961 4.510 0.108
H -6.430 -1.271 3.032 0.101
H -4.332 -2.371 3.282 0.092
C 2.029 7.865 1.300 -0.086
C 1.681 6.777 0.220 -0.323
O 2.507 5.678 0.476 -0.078
H 1.729 7.603 2.314 0.065
H 1.468 8.782 1.119 0.053
H 3.095 8.087 1.247 0.064
H 2.018 7.097 -0.766 0.099
H 0.617 6.543 0.242 0.108
H 2.048 4.919 0.109 0.093
C 8.101 0.237 -4.113 -0.099
C 6.562 0.389 -4.016 -0.315
O 6.269 0.531 -2.624 -0.071
H 8.562 1.153 -3.744 0.064
H 8.397 -0.024 -5.129 0.059
H 8.496 -0.552 -3.472 0.066
H 6.055 -0.429 -4.528 0.104
H 6.293 1.292 -4.564 0.096
H 5.325 0.413 -2.497 0.092
C -1.349 2.509 -4.073 -0.172
O -0.132 1.832 -4.359 -0.130
H -1.189 3.541 -4.385 0.062
H -2.185 2.114 -4.649 0.067
H -1.493 2.508 -2.993 0.085
H 0.091 1.415 -3.524 0.078
C -4.526 -1.253 -2.021 -0.169
O -3.248 -1.915 -2.011 -0.124
H -5.300 -1.808 -1.489 0.060
H -4.432 -0.262 -1.578 0.073
H -4.878 -1.223 -3.052 0.065
H -2.861 -1.841 -1.135 0.078
C 2.507 -4.419 -2.744 -0.215
O 3.497 -4.391 -1.804 -0.117
H 2.661 -5.177 -3.512 0.066
H 1.598 -4.700 -2.213 0.080
H 2.435 -3.433 -3.205 0.078
H 3.206 -3.836 -1.077 0.093
C -0.346 -7.246 2.274 -0.178
O 0.911 -6.662 2.547 -0.132
H -0.313 -8.332 2.372 0.067
H -1.120 -6.765 2.873 0.074
H -0.494 -7.033 1.216 0.072
H 0.952 -5.763 2.213 0.087
C -2.102 3.367 3.946 -0.205
O -2.466 2.867 2.700 -0.118
H -2.758 4.118 4.385 0.068
H -2.084 2.547 4.664 0.071
H -1.063 3.696 3.934 0.074
H -1.945 2.085 2.501 0.089